Record 1
DFT (ωB97M-V/def2-TZVPD) results for C3H4N2O2 in the gas phase.

Its charge is 0. The value obtained for the energy above the lowest of the compared OMol25 structures with the same formula, charge and spin is 104.4 kcal per mole. The max |F| comes out at 0.30 eV/Å. The calculation puts the molar mass at 100.08 g/mol. For the total energy, the calculation gives -376.59741 a.u. The HOMO-LUMO gap comes out at 8.39 eV. Its LUMO energy is -0.0049 hartree.

Positions of all 11 atoms, in Å:
O -2.341987 0.801817 -0.132798
C -1.160030 0.320243 0.210158
N -0.070333 0.943096 -0.186491
C 0.954592 0.167590 -0.478425
O 2.205864 0.648749 -0.530813
C 0.703676 -1.222810 -0.531769
N -0.532642 -1.659585 -0.472315
H -2.269400 1.544667 -0.760006
H 2.186966 1.562334 -0.210064
H 1.514647 -1.912699 -0.306135
H -1.192014 -1.193155 -1.087636

Cartesian forces (eV/Å) of the 2 atoms listed first:
O 0.0 0.0 0.0
C 0.1 0.2 -0.1


Record 2
DFT (ωB97M-V/def2-TZVPD) results for C3H4N2O2 in the gas phase in a non-equilibrium geometry.

Its charge is 0. The value obtained for the energy above the lowest of the compared OMol25 structures with the same formula, charge and spin is 67.6 kcal per mole. The max |F| comes out at 4.91 eV/Å. Its SMILES is [H]/N=C/N(C=O)C=O. The calculation puts the molar mass at 100.08 g/mol. For the total energy, the calculation gives -376.65602 a.u. The HOMO-LUMO gap comes out at 10.51 eV. Its LUMO energy is 0.0239 hartree.

Positions of all 11 atoms, in Å:
H -2.935675 -0.245612 0.002772
N -1.910330 0.139030 0.184777
C -0.891995 -0.550577 0.012286
N 0.341050 0.008771 -0.097715
C 1.521650 -0.726066 0.005553
O 2.700424 -0.529107 0.144388
C 0.308679 1.425204 -0.071062
O 1.285201 2.032436 0.067430
H -0.870810 -1.732600 -0.052716
H 1.171472 -1.729300 -0.193164
H -0.719671 1.907824 -0.002546

Cartesian forces (eV/Å) of the 2 atoms listed first:
H 3.4 0.3 0.9
N -3.9 0.3 -0.8


Record 3
DFT (ωB97M-V/def2-TZVPD) results for C3H4N2O2 in the gas phase.

Its charge is 0. The value obtained for the energy above the lowest of the compared OMol25 structures with the same formula, charge and spin is 39.1 kcal per mole. The max |F| comes out at 0.52 eV/Å. Its SMILES is Cn1ncoc1=O. The calculation puts the molar mass at 100.08 g/mol. For the total energy, the calculation gives -376.70156 a.u. The HOMO-LUMO gap comes out at 10.42 eV. Its LUMO energy is 0.0327 hartree.

Positions of all 11 atoms, in Å:
C 0.705649 0.904624 -1.111591
N 0.259912 -0.099777 -0.170425
N -0.872004 -0.812425 -0.502483
C -1.330410 -1.199534 0.623513
O -0.614523 -0.801287 1.697708
C 0.451950 -0.066578 1.188771
O 1.320368 0.423105 1.857064
H 1.101914 0.430827 -2.011648
H -0.152008 1.529210 -1.381037
H 1.473230 1.516845 -0.637330
H -2.218149 -1.792764 0.779121

Cartesian forces (eV/Å) of the 2 atoms listed first:
C 0.1 0.1 -0.1
N 0.0 0.1 0.2


Record 4
DFT (ωB97M-V/def2-TZVPD) results for C3H4N2O2 in the gas phase in a non-equilibrium geometry.

Its charge is 0. The value obtained for the energy above the lowest of the compared OMol25 structures with the same formula, charge and spin is 91.4 kcal per mole. The max |F| comes out at 3.40 eV/Å. Its SMILES is OC1(O)C=CN=N1. The calculation puts the molar mass at 100.08 g/mol. For the total energy, the calculation gives -376.61821 a.u. The HOMO-LUMO gap comes out at 9.38 eV. Its LUMO energy is -0.0128 hartree.

Positions of all 11 atoms, in Å:
O -0.790726 1.459601 0.528597
C -0.344738 0.427920 -0.317840
O -1.227290 0.159920 -1.434677
C -0.111738 -0.926746 0.451481
C 1.217042 -0.955377 0.498134
N 1.800194 0.145581 -0.134687
N 0.983290 0.881963 -0.652271
H -1.466608 1.120936 1.084749
H -1.255354 1.003802 -1.980223
H -0.684766 -1.724830 0.792369
H 1.880696 -1.592770 1.164367

Cartesian forces (eV/Å) of the 2 atoms listed first:
O 0.8 0.1 -1.2
C -2.9 -1.8 0.2


Record 5
DFT (ωB97M-V/def2-TZVPD) results for C3H4N2O2 in the gas phase in a non-equilibrium geometry.

Its charge is 0. The value obtained for the energy above the lowest of the compared OMol25 structures with the same formula, charge and spin is 116.0 kcal per mole. The max |F| comes out at 7.56 eV/Å. Its SMILES is O=C1CN=CN1O. The calculation puts the molar mass at 100.08 g/mol. For the total energy, the calculation gives -376.57893 a.u. The HOMO-LUMO gap comes out at 10.03 eV. Its LUMO energy is 0.0081 hartree.

Positions of all 11 atoms, in Å:
O -1.249918 1.389667 -0.167422
C -0.179966 0.688322 -0.036999
C 1.256310 1.019103 0.164985
N 1.885907 -0.379807 -0.280741
C 0.865244 -1.233352 0.008056
N -0.447857 -0.574527 0.320250
O -1.690874 -0.990410 -0.108972
H 1.476584 1.872921 -0.461775
H 1.574221 1.268352 1.220703
H 0.930779 -2.260920 -0.071859
H -2.171128 -0.238504 0.431279

Cartesian forces (eV/Å) of the 2 atoms listed first:
O 4.1 -0.6 -0.3
C -5.7 4.3 2.4


Record 6
DFT (ωB97M-V/def2-TZVPD) results for C3H4N2O2 in the gas phase in a non-equilibrium geometry.

Its charge is 0. The value obtained for the energy above the lowest of the compared OMol25 structures with the same formula, charge and spin is 54.6 kcal per mole. The max |F| comes out at 3.79 eV/Å. Its SMILES is Cn1ncoc1=O. The calculation puts the molar mass at 100.08 g/mol. For the total energy, the calculation gives -376.67673 a.u. The HOMO-LUMO gap comes out at 10.34 eV. Its LUMO energy is 0.0323 hartree.

Positions of all 11 atoms, in Å:
C 1.158790 0.784449 0.797534
N 0.064653 0.126638 0.216631
N -1.287569 0.324937 0.512872
C -1.864790 -0.548591 -0.292372
O -1.020892 -1.141445 -1.195785
C 0.310074 -0.675333 -0.876240
O 1.278539 -1.062897 -1.475082
H 2.024603 0.540201 0.006589
H 0.930474 1.805146 0.793491
H 1.301860 0.512869 1.909843
H -2.895741 -0.665975 -0.397482

Cartesian forces (eV/Å) of the 2 atoms listed first:
C 2.2 -0.8 0.5
N -0.3 -1.2 -1.8


Record 7
DFT (ωB97M-V/def2-TZVPD) results for C3H4N2O2S in the gas phase.

Its charge is 0. The value obtained for the energy above the lowest of the compared OMol25 structures with the same formula, charge and spin is 1.0 kcal per mole. The max |F| comes out at 0.45 eV/Å. Its SMILES is O=C1CN(S)C(=O)N1. The calculation puts the molar mass at 132.14 g/mol. For the total energy, the calculation gives -774.92514 a.u. The HOMO-LUMO gap comes out at 9.56 eV. Its LUMO energy is 0.0210 hartree.

Positions of all 12 atoms, in Å:
O -0.407595 2.819104 -0.935460
C -0.190020 1.677073 -0.617735
C -0.812503 0.908358 0.549213
N -0.187715 -0.389054 0.434143
S -0.504308 -1.706219 1.497134
C 0.686986 -0.473862 -0.612182
O 1.345986 -1.434458 -0.945200
N 0.666238 0.786326 -1.227398
H -0.576872 1.408366 1.496283
H -1.900957 0.864288 0.430315
H 0.356515 -2.499872 0.839535
H 1.226674 0.999259 -2.037983

Cartesian forces (eV/Å) of the 2 atoms listed first:
O 0.1 -0.4 0.1
C 0.0 0.2 0.0


Record 8
DFT (ωB97M-V/def2-TZVPD) results for C3H4N2O2S in the gas phase in a non-equilibrium geometry.

Its charge is 0. The value obtained for the energy above the lowest of the compared OMol25 structures with the same formula, charge and spin is 211.1 kcal per mole. The max |F| comes out at 4.03 eV/Å. The calculation puts the molar mass at 132.14 g/mol. For the total energy, the calculation gives -774.59042 a.u. The HOMO-LUMO gap (spin up / spin down) comes out at 6.60 / 8.38 eV. Its LUMO energy (spin up / spin down) is -0.0750 / -0.0389 hartree.

Positions of all 12 atoms, in Å:
C 0.264723 -0.947755 -0.542595
C -0.954037 -0.791997 -0.210826
C 1.572173 -0.537335 0.040144
N 0.469132 1.576742 0.829926
N -2.121919 -0.156524 0.090618
O -2.354226 0.791328 -0.758095
O -2.848916 -0.483365 1.068544
S 1.547243 1.254348 -0.250278
H 0.257657 -1.731710 -1.417190
H 1.753281 -0.517057 1.140297
H 2.491094 -0.819980 -0.554453
H -0.076207 2.363302 0.563908

Cartesian forces (eV/Å) of the 2 atoms listed first:
C 0.6 -3.6 -1.7
C -1.7 1.1 1.0


Record 9
DFT (ωB97M-V/def2-TZVPD) results for C3H4N2O2S in the gas phase in a non-equilibrium geometry.

Its charge is 0. The value obtained for the energy above the lowest of the compared OMol25 structures with the same formula, charge and spin is 70.2 kcal per mole. The max |F| comes out at 3.17 eV/Å. Its spin multiplicity is 3. The calculation puts the molar mass at 132.14 g/mol. For the total energy, the calculation gives -774.63288 a.u. The HOMO-LUMO gap (spin up / spin down) comes out at 10.23 / 6.76 eV. Its LUMO energy (spin up / spin down) is 0.0238 / -0.0999 hartree.

Positions of all 12 atoms, in Å:
C 0.327317 -0.066548 -0.019768
C 1.132060 -0.660343 0.852363
C -0.677334 -0.817762 -0.726095
N -0.319590 -2.017706 -1.281003
N 0.754118 -1.946942 -2.092776
O 1.457955 -0.953596 -2.040073
O 1.021314 -2.943060 -2.729958
S 1.075053 -2.361623 1.142847
H 0.296536 0.961534 -0.383562
H 1.725425 -0.095204 1.512643
H -1.495377 -0.994467 -0.099534
H -1.133445 -0.239112 -1.479679

Cartesian forces (eV/Å) of the 2 atoms listed first:
C -0.1 1.6 -1.3
C 0.1 -1.9 1.5


Record 10
DFT (ωB97M-V/def2-TZVPD) results for C3H4N2O3 in the gas phase in a non-equilibrium geometry.

Its charge is 0. The value obtained for the energy above the lowest of the compared OMol25 structures with the same formula, charge and spin is 77.7 kcal per mole. The max |F| comes out at 4.21 eV/Å. Its SMILES is [H]/N=C/NOC(=O)C=O. The calculation puts the molar mass at 116.08 g/mol. For the total energy, the calculation gives -451.85600 a.u. The HOMO-LUMO gap comes out at 9.49 eV. Its LUMO energy is -0.0274 hartree.

Positions of all 12 atoms, in Å:
H -0.553379 -2.765356 -0.742078
N -0.338399 -1.964410 -0.216731
C -1.336667 -1.332835 0.183063
N -1.048327 -0.196274 1.018624
O 0.307497 0.192979 0.908969
C 0.487453 0.966831 -0.251741
O -0.391081 1.348027 -0.963387
C 1.952111 1.464554 -0.260695
O 2.323659 2.432936 -0.957106
H -2.388702 -1.688966 0.098898
H -1.663131 0.587707 0.776417
H 2.648968 0.954808 0.405767

Cartesian forces (eV/Å) of the 2 atoms listed first:
H -0.5 -1.3 -0.7
N 0.9 0.5 -0.2